No. 1
{
  "formula": "C34H44N7PtS2",
  "method": "the ωB97M-V functional and the def2-TZVPD basis",
  "e_tot_ev": -71292.2997,
  "relative_energy_kcal_mol": 10.3,
  "total_charge": 3,
  "multiplicity": 5,
  "s_squared": 6.066,
  "orbital_gap_ev": [6.957, 3.471],
  "homo_energy_ev": [-15.27, -15.63],
  "species": ["Pt", "S", "C", "N", "C", "C", "C", "C", "C", "C", "H", "H", "H", "H", "H", "C", "N", "C", "C", "N", "N", "C", "C", "H", "H", "H", "H", "H", "H", "H", "H", "H", "H", "H", "H", "H", "C", "C", "C", "C", "C", "C", "C", "C", "N", "C", "C", "C", "C", "H", "H", "H", "H", "H", "H", "H", "H", "H", "H", "H", "H", "H", "H", "H", "H", "H", "H", "S", "C", "C", "C", "N", "C", "C", "C", "C", "C", "N", "C", "C", "H", "H", "H", "H", "H", "H", "H", "H"],
  "xyz": [[0.525, 0.172, -0.020], [4.763, 1.016, -1.702], [3.094, 1.016, -1.404], [2.707, 0.527, -0.260], [3.810, 0.109, 0.504], [3.797, -0.415, 1.796], [4.997, -0.748, 2.383], [6.216, -0.576, 1.707], [6.247, -0.052, 0.435], [5.029, 0.296, -0.151], [2.407, 1.432, -2.128], [2.868, -0.544, 2.329], [5.002, -1.150, 3.389], [7.143, -0.848, 2.194], [7.182, 0.089, -0.092], [-2.861, 1.391, -0.522], [-2.197, 2.591, -1.022], [-2.954, 3.348, -2.019], [-1.026, 3.029, -0.500], [-0.111, 2.176, -0.056], [-0.791, 4.355, -0.477], [-1.841, 5.322, -0.121], [0.573, 4.864, -0.336], [-3.763, 1.661, 0.031], [-2.203, 0.842, 0.142], [-3.161, 0.755, -1.357], [-3.266, 2.661, -2.807], [-2.332, 4.121, -2.460], [-3.854, 3.802, -1.601], [0.600, 2.657, 0.473], [-2.801, 4.832, -0.003], [-1.925, 6.100, -0.879], [-1.583, 5.793, 0.828], [0.921, 4.838, 0.702], [0.585, 5.902, -0.660], [1.260, 4.305, -0.970], [-0.562, -0.433, 6.672], [-0.023, 0.131, 5.380], [0.509, 1.424, 5.328], [1.044, 1.970, 4.144], [1.663, 3.344, 4.161], [1.006, 1.212, 3.007], [0.478, -0.117, 3.000], [-0.037, -0.625, 4.229], [0.528, -0.829, 1.851], [0.440, -2.324, 1.761], [1.394, -3.024, 2.743], [-1.009, -2.797, 1.947], [0.892, -2.709, 0.353], [-0.678, 0.341, 7.429], [0.121, -1.185, 7.071], [-1.526, -0.917, 6.519], [0.521, 2.022, 6.234], [2.421, 3.416, 4.942], [0.910, 4.104, 4.377], [2.138, 3.580, 3.208], [1.474, 1.580, 2.105], [-0.480, -1.606, 4.271], [1.298, -2.666, 3.763], [2.431, -2.898, 2.429], [1.173, -4.093, 2.739], [-1.330, -2.788, 2.985], [-1.099, -3.823, 1.588], [-1.698, -2.162, 1.380], [1.848, -2.235, 0.104], [0.138, -2.459, -0.400], [1.052, -3.786, 0.299], [-2.762, -1.515, -5.861], [-1.992, -1.219, -4.304], [-0.972, -0.273, -4.332], [-0.355, 0.058, -3.134], [-0.722, -0.463, -1.958], [-1.725, -1.350, -1.945], [-2.383, -1.769, -3.088], [-3.004, -3.213, -6.059], [-3.735, -4.042, -5.204], [-3.859, -5.363, -5.582], [-3.327, -5.853, -6.718], [-2.624, -5.058, -7.518], [-2.450, -3.698, -7.256], [-0.650, 0.189, -5.259], [0.454, 0.774, -3.126], [-2.026, -1.734, -0.978], [-3.180, -2.492, -3.005], [-4.227, -3.680, -4.313], [-4.424, -6.060, -4.972], [-2.213, -5.497, -8.420], [-1.916, -3.059, -7.950]],
  "atomic_forces_ev_per_a": [[-0.08, -0.35, -0.03], [0.08, 0.04, -0.07], [0.10, 0.12, -0.09], [-0.12, -0.15, 0.27], [-0.12, 0.08, -0.14], [-0.12, -0.07, 0.12], [0.08, -0.04, 0.02], [-0.03, -0.01, 0.05], [0.04, 0.02, -0.05], [0.01, 0.03, -0.07], [0.02, -0.06, 0.05], [0.10, 0.00, -0.04], [0.01, 0.02, -0.05], [-0.05, 0.00, -0.01], [-0.05, 0.01, 0.04], [-0.06, 0.27, -0.06], [-0.15, -0.18, 0.05], [0.05, -0.09, 0.11], [-0.16, -0.26, -0.15], [0.47, 0.10, 0.15], [0.09, 0.22, -0.02], [0.08, 0.00, -0.02], [-0.10, -0.01, 0.03], [-0.02, 0.03, -0.01], [0.03, -0.03, 0.07], [0.02, 0.04, 0.03], [0.01, -0.02, -0.01], [0.01, 0.01, 0.02], [0.01, 0.00, 0.01], [-0.07, 0.23, 0.06], [0.04, -0.03, 0.03], [0.00, -0.03, -0.03], [0.03, -0.02, 0.01], [-0.02, -0.01, -0.02], [-0.02, -0.01, -0.01], [-0.03, -0.03, 0.02], [0.07, 0.03, -0.09], [-0.10, 0.04, 0.20], [0.06, 0.08, 0.05], [0.00, 0.14, 0.15], [-0.08, -0.10, 0.04], [-0.03, -0.17, -0.14], [-0.11, -0.19, 0.03], [0.05, -0.04, -0.15], [0.14, 0.20, 0.13], [-0.07, 0.00, 0.16], [-0.02, 0.09, -0.05], [-0.01, 0.11, 0.00], [0.07, 0.06, -0.04], [-0.01, -0.01, -0.04], [0.00, 0.02, -0.01], [0.01, 0.03, -0.01], [0.01, -0.04, -0.06], [-0.01, -0.01, -0.02], [0.01, -0.02, -0.02], [-0.02, -0.01, 0.01], [0.02, 0.01, -0.04], [0.02, -0.04, -0.02], [-0.01, -0.02, 0.04], [-0.03, 0.02, 0.02], [0.01, 0.05, -0.01], [-0.02, -0.01, -0.02], [0.00, 0.03, 0.00], [0.03, -0.05, 0.01], [-0.01, -0.04, -0.01], [0.06, -0.01, 0.01], [-0.03, 0.02, -0.02], [0.60, -0.11, -0.30], [-0.37, 0.10, 0.35], [0.00, 0.07, -0.10], [-0.17, -0.18, 0.09], [-0.05, 0.21, -0.43], [0.10, -0.06, 0.01], [0.07, -0.05, 0.01], [-0.18, 0.41, 0.03], [0.13, -0.34, 0.09], [0.13, 0.06, -0.17], [0.08, 0.18, -0.03], [-0.11, -0.06, 0.29], [-0.27, -0.25, -0.18], [-0.02, -0.01, 0.09], [0.01, 0.05, 0.01], [0.04, -0.01, -0.02], [0.02, 0.06, 0.04], [-0.03, 0.00, -0.10], [0.02, -0.01, -0.07], [-0.02, -0.02, 0.04], [-0.07, -0.01, 0.03]]
}

---

No. 2
{
  "formula": "C34H45BClN6RuS3",
  "method": "the ωB97M-V functional and the def2-TZVPD basis",
  "e_tot_ev": -93192.6285,
  "relative_energy_kcal_mol": 14.8,
  "total_charge": 3,
  "orbital_gap_ev": [5.667, 5.666],
  "homo_energy_ev": [-16.93, -16.93],
  "species": ["Ru", "C", "C", "C", "C", "N", "N", "B", "N", "N", "C", "C", "C", "C", "C", "S", "C", "C", "C", "C", "N", "N", "C", "C", "C", "C", "C", "S", "C", "C", "C", "C", "C", "S", "C", "C", "C", "C", "H", "H", "H", "H", "H", "H", "H", "H", "H", "H", "H", "H", "H", "H", "H", "H", "H", "H", "H", "H", "H", "H", "H", "H", "H", "H", "H", "H", "H", "H", "H", "H", "H", "H", "H", "H", "H", "H", "H", "Cl", "C", "C", "C", "C", "C", "C", "C", "H", "H", "H", "H", "H", "H"],
  "xyz": [[3.013, 0.731, -1.112], [-0.751, 3.074, -3.948], [-0.811, 2.562, -2.546], [-1.811, 2.865, -1.661], [-1.815, 2.357, -0.335], [-0.867, 1.545, 0.070], [0.095, 1.234, -0.802], [1.022, 0.070, -0.432], [1.074, -0.194, 1.093], [0.099, -0.954, 1.565], [0.075, -1.219, 2.859], [1.054, -0.674, 3.715], [2.068, 0.116, 3.226], [3.144, 0.699, 4.085], [2.047, 0.320, 1.837], [3.320, 1.211, 1.011], [-1.044, -2.135, 3.327], [-0.977, -2.384, 4.833], [-0.895, -3.471, 2.579], [-2.387, -1.485, 2.971], [0.541, -1.211, -1.144], [-0.746, -1.406, -1.315], [-1.127, -2.574, -1.817], [-0.174, -3.572, -2.103], [1.178, -3.353, -1.932], [2.231, -4.362, -2.258], [1.494, -2.077, -1.450], [3.118, -1.413, -1.312], [-2.620, -2.735, -2.039], [-3.324, -2.586, -0.681], [-2.956, -4.096, -2.648], [-3.083, -1.618, -2.987], [0.194, 1.712, -2.038], [1.627, 1.268, -2.941], [-2.914, 2.731, 0.638], [-2.736, 2.007, 1.970], [-4.268, 2.341, 0.023], [-2.859, 4.251, 0.860], [-1.607, 3.707, -4.165], [-0.745, 2.247, -4.661], [0.161, 3.651, -4.111], [-2.617, 3.519, -1.970], [1.011, -0.890, 4.774], [2.941, 0.509, 5.136], [3.217, 1.778, 3.940], [4.113, 0.261, 3.840], [-0.053, -2.885, 5.129], [-1.800, -3.036, 5.121], [-1.083, -1.461, 5.408], [0.043, -3.969, 2.834], [-0.937, -3.319, 1.499], [-1.712, -4.134, 2.863], [-2.502, -0.516, 3.459], [-3.199, -2.128, 3.311], [-2.481, -1.350, 1.893], [-0.509, -4.526, -2.488], [1.782, -5.282, -2.623], [2.830, -4.598, -1.377], [2.906, -3.983, -3.028], [-3.017, -3.369, 0.016], [-4.401, -2.672, -0.825], [-3.112, -1.613, -0.236], [-2.683, -4.922, -1.989], [-2.480, -4.241, -3.620], [-4.032, -4.157, -2.806], [-2.883, -0.633, -2.563], [-4.157, -1.707, -3.147], [-2.594, -1.693, -3.961], [-2.796, 0.925, 1.842], [-3.530, 2.315, 2.649], [-1.779, 2.246, 2.436], [-4.315, 1.269, -0.184], [-4.484, 2.883, -0.898], [-5.062, 2.581, 0.729], [-1.907, 4.553, 1.302], [-3.654, 4.543, 1.546], [-3.007, 4.812, -0.064], [6.976, 0.936, 0.199], [5.922, 2.156, -0.339], [5.857, 3.354, 0.338], [4.931, 4.325, -0.045], [4.071, 4.131, -1.125], [4.171, 2.970, -1.865], [5.081, 1.930, -1.480], [5.043, 0.713, -2.180], [6.524, 3.530, 1.172], [4.898, 5.258, 0.503], [3.395, 4.917, -1.431], [3.676, 2.900, -2.824], [5.703, -0.099, -1.899], [4.654, 0.689, -3.193]],
  "atomic_forces_ev_per_a": [[-0.75, -0.74, 0.14], [-0.02, 0.01, -0.02], [0.04, -0.04, 0.03], [0.01, -0.01, 0.02], [-0.04, 0.00, -0.05], [-0.03, -0.05, 0.00], [-0.12, 0.10, 0.01], [0.33, 0.24, -0.09], [0.04, -0.05, 0.08], [0.01, -0.08, -0.02], [0.00, 0.04, 0.03], [-0.01, 0.05, 0.01], [-0.07, -0.03, -0.03], [0.01, 0.02, 0.03], [-0.01, 0.05, -0.01], [-0.17, 0.27, 0.05], [0.03, -0.06, -0.01], [0.00, 0.01, 0.00], [-0.04, 0.00, 0.00], [0.01, -0.02, 0.02], [-0.03, -0.08, -0.06], [-0.02, 0.03, 0.00], [0.02, -0.04, 0.02], [0.00, -0.01, -0.02], [-0.02, 0.04, 0.02], [0.01, -0.03, 0.00], [-0.05, 0.01, 0.05], [0.35, -0.31, -0.21], [-0.01, 0.00, -0.03], [-0.02, 0.01, 0.00], [0.00, 0.00, 0.01], [-0.01, 0.00, 0.00], [-0.08, -0.08, 0.01], [0.13, 0.35, 0.38], [0.01, 0.05, 0.03], [-0.02, -0.03, -0.03], [0.00, -0.01, 0.01], [-0.01, 0.01, 0.00], [0.01, 0.00, 0.00], [0.00, 0.00, 0.00], [0.00, 0.00, 0.00], [0.00, 0.00, -0.02], [0.01, 0.00, 0.00], [0.01, -0.01, 0.00], [0.00, 0.00, 0.00], [0.00, 0.00, 0.00], [0.00, 0.01, 0.00], [0.00, -0.01, -0.01], [-0.01, 0.00, 0.00], [0.00, 0.01, -0.01], [0.00, 0.00, 0.01], [0.00, 0.00, 0.01], [0.01, -0.05, 0.03], [0.00, -0.02, -0.01], [0.01, 0.01, 0.03], [0.00, 0.00, 0.00], [0.00, 0.00, 0.00], [0.00, 0.01, 0.00], [0.00, 0.00, 0.00], [0.01, 0.01, 0.00], [0.00, 0.00, 0.00], [0.00, -0.01, -0.02], [0.01, 0.00, 0.00], [0.00, 0.00, 0.00], [0.00, 0.00, 0.00], [0.01, 0.00, 0.00], [0.00, 0.00, 0.00], [0.00, 0.00, 0.00], [0.01, 0.11, -0.03], [-0.01, 0.01, 0.00], [0.01, 0.01, 0.00], [0.00, -0.01, -0.01], [0.01, 0.00, -0.01], [0.00, 0.00, 0.00], [0.00, 0.00, -0.01], [0.00, 0.00, 0.00], [0.00, 0.00, 0.00], [-0.03, 0.01, 0.00], [0.01, 0.00, 0.08], [0.04, -0.04, 0.00], [0.01, -0.02, 0.01], [0.03, -0.02, -0.11], [0.37, 0.41, -0.17], [-0.11, -0.09, -0.05], [0.18, 0.09, -0.15], [0.00, 0.01, 0.00], [0.00, 0.00, 0.00], [0.01, 0.00, 0.00], [-0.06, -0.04, 0.05], [-0.02, -0.01, 0.01], [-0.01, 0.01, 0.01]]
}